The following is a quantum chemistry calculation of one molecule with the formula C5H8O in a non-equilibrium geometry, from the Open Molecules 2025 dataset.

Computed properties:
net charge: 0
HOMO: -8.8 eV
energy above the lowest of the compared OMol25 structures with the same formula, charge and spin: 435.1 kJ/mol
gap between HOMO and LUMO: 9.88 eV
strongest force on any atom: 4.4 eV/A
SMILES: C1=CCOCC1

```
14
C5H8O, DFT ωB97M-V/def2-TZVPD
C 0.564 -1.259 -0.211
C 0.166 -0.494 -1.248
C -0.590 0.824 -1.132
O -1.035 1.153 0.165
C -0.007 0.830 1.073
C -0.040 -0.627 1.427
H 1.164 -2.158 -0.459
H 0.380 -0.729 -2.303
H -1.478 0.786 -1.768
H 0.054 1.637 -1.513
H 0.365 1.669 1.671
H 0.820 0.294 0.542
H 0.628 -0.806 2.282
H -0.994 -1.118 1.474
```